Entry 1:
The following is a quantum chemistry calculation of an isolated ion of composition C3H8NO and charge -1 at a distorted geometry, from the OMol25 dataset.

Atoms and positions in Å:
O  1.4912  1.5161  0.2869
N  -1.1255  -0.1657  0.4002
C  1.3311  0.3091  -0.2565
C  0.2880  -0.6549  0.5776
C  -1.8511  -0.8298  -0.7198
H  -0.9807  0.7568  0.0048
H  -2.6649  -1.4910  -0.3995
H  2.2566  -0.3357  -0.1682
H  0.3132  -1.6952  0.2226
H  -2.3570  -0.0204  -1.2500
H  -1.1168  -1.3239  -1.3575
H  0.4908  -0.5110  1.6461
H  0.9677  0.2499  -1.3142

ΔE to the lowest compared entry with this formula, charge and spin = 0.9513 eV
2S+1 = 1
total charge = -1
max |F| = 2.4 eV/Å
orbital gap = 6.5 eV

=====

Entry 2:
The following is a quantum chemistry calculation of C4H8N2 as an isolated structure, from the OMol25 dataset.

Atoms and positions in Å:
N  -1.3004  0.4072  1.3912
N  1.6184  -1.0167  0.1420
C  -2.2009  0.1581  0.5358
C  1.5753  0.4616  -0.0418
C  0.6148  0.2240  -1.1840
C  0.6702  -1.0847  -0.9188
H  2.5480  0.8734  -0.3123
H  0.2331  -1.9847  -1.3295
H  -1.1908  1.4171  1.4980
H  1.1877  0.9803  0.8340
H  -2.4151  -0.8802  0.2798
H  0.1724  0.8513  -1.9450
H  1.2752  -1.3197  1.0485
H  -2.7881  0.9129  0.0020

ΔE to the lowest compared entry with this formula, charge and spin = 2.8766 eV
2S+1 = 1
total charge = 0
max |F| = 0.4 eV/Å
orbital gap = 9.5 eV

=====

Entry 3:
The following is a quantum chemistry calculation of an isolated molecule of C5H8N2S at a distorted geometry, from the OMol25 dataset.

Atoms and positions in Å:
S  -1.1999  -2.6842  -0.6278
N  -1.8080  -1.6562  0.5031
N  0.4596  2.4439  -0.8834
C  1.0765  -0.2344  0.2140
C  -0.2500  0.3049  0.1488
C  1.2468  -1.4474  0.8497
C  -0.4641  1.5552  -0.4180
C  -1.3982  -0.4623  0.6472
H  0.2526  3.3652  -1.0670
H  2.1919  -1.9617  1.0028
H  1.9917  0.4292  -0.1658
H  -0.4843  -1.7314  -1.3333
H  -1.4580  1.9019  -0.4508
H  1.4768  2.0979  -0.9928
H  0.2951  -2.0019  1.2002
H  -1.9285  0.0813  1.3731

ΔE to the lowest compared entry with this formula, charge and spin = 3.1021 eV
2S+1 = 1
total charge = 0
max |F| = 4.8 eV/Å
orbital gap = 8.4 eV

=====

For the records above, the corresponding HOMO values read -2.23 -8.35 -7.75 eV.
For the records above, the corresponding energy values read -6777.04071 -7254.99882 -19127.31921 eV.
For the records above, the corresponding E_LUMO values read 0.1563 0.0407 0.0255 hartree.